[1]
The following is a DFT calculation (the ωB97M-V functional and the def2-TZVPD basis) of the molecule C24H28N2O6S in a non-equilibrium geometry.

Each line ends with the Mulliken charge.
CARTESIAN COORDINATES (ANGSTROEM)
1 C -1.443 0.144 1.265  0.15
2 S 3.542 -2.349 2.196  1.16
3 H -3.057 -1.163 0.733  0.49
4 C -2.273 1.950 -3.625  0.72
5 H -4.247 1.426 -5.312  0.34
6 H -5.615 2.028 -2.634  0.25
7 H 0.031 1.617 1.666  0.58
8 C 0.095 -4.332 2.406  -1.55
9 C 1.023 -0.490 -0.923  0.49
10 H -6.233 0.941 -3.887  0.44
11 O -3.363 2.705 -3.941  -0.48
12 H -0.807 -4.713 1.935  0.34
13 H 0.623 0.388 -0.411  -0.85
14 O -0.936 -2.185 1.784  -0.39
15 N 2.202 -0.899 -0.195  0.11
16 H 1.507 -0.991 -2.981  0.41
17 H -2.900 0.023 -4.368  0.40
18 C -2.663 -0.161 0.671  -0.79
19 O 4.739 -2.824 2.832  -0.66
20 H 2.317 -2.991 4.111  0.40
21 H 0.893 3.349 0.497  0.25
22 H -3.350 2.884 -0.641  0.44
23 C -0.075 1.980 -2.646  -0.11
24 C -5.333 1.345 -3.431  -0.94
25 C -3.353 0.836 0.001  -0.53
26 H 0.095 4.003 1.948  0.34
27 O 2.981 -3.191 1.163  -0.68
28 H 4.247 -0.074 2.280  0.42
29 C -0.920 1.437 1.194  -0.39
30 H 0.721 2.526 -2.162  0.29
31 H 0.969 -4.692 1.864  0.31
32 H 0.277 -1.288 -0.887  0.52
33 O 2.455 1.076 0.881  -0.58
34 H -4.305 0.612 -0.456  0.45
35 C 0.080 0.619 -2.890  0.32
36 C -4.514 2.092 -4.481  -0.51
37 H -1.351 3.692 -2.815  0.37
38 C 0.109 4.022 0.854  -0.78
39 C 0.080 -2.850 2.382  0.76
40 C -1.603 2.420 0.493  0.49
41 C 2.772 -0.082 0.707  0.36
42 N 0.493 -0.671 2.522  -0.36
43 C -1.228 2.639 -3.008  -0.48
44 H 4.764 -0.916 0.802  0.40
45 O -1.155 3.685 0.321  -0.47
46 H 0.310 5.036 0.513  0.27
47 C -2.832 2.109 -0.100  -0.52
48 H 2.572 -1.218 4.055  0.49
49 C 3.925 -0.719 1.468  -1.01
50 C 1.296 -0.103 -2.384  -1.20
51 H 0.148 -4.700 3.429  0.35
52 H -0.860 -1.115 -3.712  0.38
53 C -2.123 0.592 -3.882  -0.40
54 H 2.165 0.556 -2.413  0.35
55 C -0.630 -0.872 1.893  0.46
56 C -0.957 -0.057 -3.510  -0.93
57 H -5.100 2.923 -4.884  0.35
58 C 0.963 -1.912 2.848  0.71
59 H 2.460 -1.878 -0.186  0.39
60 C 2.269 -2.097 3.495  -1.38
61 H -4.755 0.531 -3.000  0.25

Values from the calculation:
Total charge ... 0
Gap between HOMO and LUMO ... 8.626 eV
LUMO level ... 0.0199 Eh
ΔE to the lowest compared entry with this formula, charge and spin ... 0.530 eV

***

[2]
The following is a DFT calculation (the ωB97M-V functional and the def2-TZVPD basis) of a structure of composition C22H38CaP2 in a non-equilibrium geometry.

Each line ends with the Mulliken charge.
CARTESIAN COORDINATES (ANGSTROEM)
1 C -0.015 2.187 2.824  1.15
2 H -2.887 -1.269 -2.705  0.45
3 H -0.373 -1.245 1.477  0.23
4 C -0.898 0.679 4.528  -0.53
5 H 1.092 -1.689 2.346  0.40
6 H 2.180 -0.702 -2.932  0.22
7 H 1.488 0.313 -4.164  0.27
8 H 1.013 -2.449 -3.603  0.95
9 H -1.479 -0.203 4.792  0.35
10 H -1.323 -0.171 -6.727  0.46
11 H 1.518 1.064 -1.670  0.29
12 C 0.209 2.495 1.426  -2.20
13 H -1.137 3.235 -6.902  0.53
14 C -0.830 1.081 3.195  -0.30
15 H 2.104 -3.136 -5.530  0.44
16 H -0.837 -3.457 -6.758  0.47
17 H 1.075 3.971 -6.485  0.41
18 C -0.895 -1.821 -3.069  -1.38
19 C 1.463 3.345 -5.674  -1.44
20 C 0.567 0.920 -6.863  -1.20
21 H -2.052 -2.362 -6.035  0.37
22 H -1.188 0.058 -4.612  -1.30
23 C -1.456 1.620 -3.261  -1.01
24 H 0.978 3.145 5.973  0.35
25 H 0.241 1.532 -7.719  0.59
26 P 0.203 -1.660 -5.586  1.46
27 C -0.245 -0.377 -6.830  -1.10
28 H -1.195 -3.535 -4.997  0.42
29 H -0.315 1.098 6.565  0.35
30 H -2.124 2.478 -3.374  0.69
31 H 2.437 2.923 -5.949  0.37
32 H 0.843 3.357 1.191  0.40
33 P 0.298 1.986 -5.367  1.30
34 H -1.131 -2.865 -2.857  0.45
35 H -1.632 3.475 -5.197  0.39
36 H -1.748 -0.386 -1.738  0.12
37 C 1.773 -2.322 -6.186  -1.46
38 C 0.497 2.567 5.182  -0.32
39 Ca 1.584 0.604 0.643  1.68
40 H 1.622 -2.719 -7.199  0.46
41 C -0.223 1.740 -2.715  -0.85
42 H 1.646 0.724 -6.960  0.40
43 C -0.240 1.419 5.530  -0.49
44 C -1.096 -2.875 -5.866  -1.59
45 C 0.719 -1.379 1.354  -1.65
46 H 0.876 -2.221 0.662  0.33
47 H 0.082 -0.017 -1.419  0.45
48 H 0.177 2.739 -2.502  0.57
49 H 1.154 3.859 3.572  0.32
50 C 1.207 -0.300 -3.282  -1.05
51 C -1.912 0.319 -3.806  0.77
52 H 1.558 3.938 -4.756  0.35
53 C 0.369 -1.558 -3.767  0.00
54 C 0.623 0.605 -2.163  -0.54
55 H -1.391 0.546 2.412  0.38
56 H -0.118 -0.904 -7.793  0.61
57 H -0.645 2.354 0.749  0.45
58 H 2.538 -1.534 -6.220  0.38
59 C 0.596 2.960 3.853  -0.70
60 C -1.878 -0.822 -2.743  -1.11
61 H -2.084 1.975 -6.051  0.29
62 H -2.909 0.374 -4.277  0.50
63 C -1.299 2.737 -5.938  -1.63

Values from the calculation:
Total charge ... 0
Gap between HOMO and LUMO ... 4.532 eV
LUMO level ... -0.0185 Eh
ΔE to the lowest compared entry with this formula, charge and spin ... 2.800 eV

***

[3]
The following is a DFT calculation (the ωB97M-V functional and the def2-TZVPD basis) of the molecule C4H8O in a non-equilibrium geometry.

Each line ends with the Mulliken charge.
CARTESIAN COORDINATES (ANGSTROEM)
1 C 1.294 0.914 0.558  -1.27
2 H 1.680 0.578 -0.409  0.36
3 C -0.477 -1.367 -0.825  -1.02
4 H -0.854 -2.219 -0.244  0.28
5 H 1.616 1.958 0.679  0.32
6 H -0.809 -1.483 -1.858  0.27
7 H 0.615 -1.392 -0.778  0.29
8 C -1.034 -0.144 -0.169  0.05
9 C -0.210 0.800 0.593  0.14
10 H -2.057 -0.263 0.197  0.39
11 O -0.848 1.196 -0.619  -0.47
12 H 1.762 0.335 1.359  0.29
13 H -0.716 1.007 1.528  0.37

Values from the calculation:
Total charge ... 0
Gap between HOMO and LUMO ... 11.126 eV
LUMO level ... 0.0423 Eh
ΔE to the lowest compared entry with this formula, charge and spin ... 1.277 eV

***

[4]
The following is a DFT calculation (the ωB97M-V functional and the def2-TZVPD basis) of a cluster of 2 separate species, CH7NO2P2 in total in a non-equilibrium geometry.

Each line ends with the Mulliken charge.
CARTESIAN COORDINATES (ANGSTROEM)
1 H -3.076 -1.545 -0.327  0.32
2 H 4.122 0.264 0.788  0.03
3 H -2.921 -1.030 1.436  0.28
4 P 3.381 0.225 -0.454  -0.01
5 O 1.850 -0.298 -0.143  -0.40
6 H 1.899 -1.259 -0.086  0.32
7 H -3.193 0.226 0.040  0.23
8 P -0.857 -0.422 0.270  0.45
9 N -0.846 1.193 -0.195  -0.42
10 C -2.683 -0.782 0.329  -0.84
11 H 3.092 1.565 -0.247  0.01
12 O -0.794 0.180 -1.295  -0.27
13 H 0.027 1.682 -0.116  0.30

Values from the calculation:
Total charge ... 0
Gap between HOMO and LUMO ... 9.771 eV
LUMO level ... 0.0221 Eh
ΔE to the lowest compared entry with this formula, charge and spin ... 1.452 eV

***

Q: Look up the gap between HOMO and LUMO of the fourth one.
A: 9.771 eV

***

Q: gap between HOMO and LUMO of number 1 (C24H28N2O6S)?
A: 8.626 eV

***

Q: Which value of LUMO level does entry 3 give?
A: 0.0423 Eh